Record 1
The following is a quantum chemistry calculation of a 10-piece molecular cluster, C55H99N18O3 overall, from the Open Molecules 2025 dataset.

Gap between HOMO and LUMO, eV: 7.01
E, Eh: -3363.4944
HOMO level, eV: -20.44
Molar mass, g mol⁻¹: 1060.5
Spin multiplicity: 1
Net charge: +7

Element x y z (Å)
C: 0.298 0.185 -0.107
O: 1.482 0.350 -0.237
O: -0.295 -0.361 -1.074
O: -0.339 0.565 0.865
C: 3.698 4.829 3.719
C: 3.879 3.683 2.678
N: 3.226 3.985 1.395
C: 3.328 5.134 0.664
C: 2.429 4.981 -0.347
N: 1.627 3.918 -0.124
C: 2.185 3.224 0.888
C: 0.504 3.442 -0.917
H: 4.171 5.672 3.216
H: 4.257 4.618 4.631
H: 2.674 5.156 3.896
H: 3.571 2.712 3.064
H: 4.929 3.420 2.549
H: 4.135 5.787 0.961
H: 2.209 5.689 -1.133
H: 1.894 2.231 1.196
H: -0.310 3.098 -0.278
H: 0.726 2.646 -1.628
H: 0.309 4.285 -1.579
C: -0.906 3.937 3.763
C: -1.743 3.383 2.558
N: -3.173 3.402 2.734
C: -3.986 4.481 2.887
C: -5.305 4.054 2.915
N: -5.280 2.648 2.756
C: -3.991 2.278 2.670
C: -6.429 1.766 2.667
H: -1.082 5.012 3.783
H: 0.174 3.910 3.613
H: -1.198 3.540 4.735
H: -1.296 2.440 2.244
H: -1.508 3.986 1.681
H: -3.511 5.450 2.849
H: -6.249 4.560 3.052
H: -3.748 1.240 2.499
H: -7.210 2.159 2.016
H: -6.768 1.519 3.673
H: -6.175 0.824 2.181
C: 4.620 -1.740 -1.462
C: 4.250 -2.627 -2.661
N: 3.324 -1.904 -3.477
C: 3.561 -1.783 -4.823
C: 2.612 -0.931 -5.442
N: 1.776 -0.513 -4.405
C: 2.194 -1.128 -3.230
C: 0.715 0.428 -4.646
H: 4.094 -0.786 -1.419
H: 5.663 -1.439 -1.364
H: 4.414 -2.159 -0.477
H: 4.071 -3.657 -2.353
H: 5.182 -2.667 -3.226
H: 4.492 -2.205 -5.174
H: 2.418 -0.603 -6.452
H: 1.824 -0.973 -2.228
H: 0.383 0.243 -5.668
H: 1.091 1.449 -4.584
H: -0.118 0.239 -3.969
C: -3.324 -6.569 -0.441
C: -2.752 -6.257 0.935
N: -1.935 -5.084 0.829
C: -2.452 -3.860 0.725
C: -1.393 -2.990 0.600
N: -0.225 -3.693 0.633
C: -0.546 -5.019 0.770
C: 1.110 -3.134 0.504
H: -4.000 -5.801 -0.818
H: -3.835 -7.521 -0.293
H: -2.579 -6.839 -1.190
H: -2.173 -7.119 1.267
H: -3.571 -6.032 1.618
H: -3.519 -3.739 0.610
H: -1.318 -1.913 0.578
H: 0.123 -5.850 0.604
H: 1.220 -2.961 -0.567
H: 1.820 -3.937 0.707
H: 1.238 -2.176 1.007
C: 2.475 -1.224 3.975
C: 2.757 0.145 3.261
N: 4.107 0.351 2.740
C: 4.507 0.661 1.480
C: 5.848 0.843 1.405
N: 6.321 0.657 2.688
C: 5.231 0.432 3.510
C: 7.698 0.932 3.161
H: 1.437 -1.553 3.921
H: 2.655 -1.162 5.048
H: 3.153 -2.016 3.654
H: 2.517 0.913 3.996
H: 2.106 0.310 2.403
H: 3.748 0.664 0.711
H: 6.493 0.994 0.553
H: 5.152 0.394 4.586
H: 8.253 -0.005 3.116
H: 7.549 1.310 4.173
H: 8.207 1.605 2.472
C: -6.349 4.798 0.046
C: -5.750 4.173 -1.186
N: -5.057 2.906 -0.805
C: -3.697 2.782 -0.634
C: -3.392 1.430 -0.502
N: -4.555 0.705 -0.738
C: -5.499 1.635 -1.143
C: -4.713 -0.793 -0.836
H: -6.990 4.191 0.685
H: -7.032 5.604 -0.223
H: -5.534 5.181 0.660
H: -5.158 4.886 -1.760
H: -6.471 3.795 -1.910
H: -2.989 3.591 -0.534
H: -2.496 0.880 -0.254
H: -6.501 1.507 -1.527
H: -3.798 -1.284 -0.504
H: -4.959 -1.010 -1.876
H: -5.540 -1.229 -0.276
C: -4.912 -5.090 5.190
C: -3.401 -5.117 5.033
N: -2.890 -3.775 5.321
C: -2.878 -3.123 6.563
C: -2.177 -1.884 6.349
N: -2.027 -1.755 4.948
C: -2.405 -2.930 4.345
C: -1.589 -0.580 4.270
H: -5.400 -4.454 4.452
H: -5.207 -4.831 6.207
H: -5.333 -6.058 4.920
H: -2.985 -5.511 4.106
H: -2.944 -5.762 5.783
H: -3.264 -3.607 7.449
H: -1.857 -1.018 6.910
H: -2.158 -3.158 3.318
H: -1.949 0.318 4.773
H: -1.907 -0.598 3.228
H: -0.516 -0.505 4.093
C: 7.838 -1.390 -3.928
C: 7.774 0.139 -4.209
N: 6.513 0.759 -3.938
C: 5.492 0.947 -4.788
C: 4.460 1.617 -4.143
N: 4.817 1.937 -2.914
C: 6.047 1.366 -2.784
C: 3.937 2.733 -1.974
H: 8.760 -1.846 -4.288
H: 7.126 -1.993 -4.492
H: 7.821 -1.777 -2.909
H: 8.143 0.259 -5.228
H: 8.461 0.654 -3.539
H: 5.648 0.579 -5.791
H: 3.486 1.843 -4.552
H: 6.660 1.373 -1.895
H: 4.393 2.629 -0.990
H: 2.924 2.363 -2.130
H: 4.040 3.760 -2.325
C: -4.411 -1.795 -7.304
C: -5.024 -1.341 -5.931
N: -4.102 -1.296 -4.866
C: -3.740 -0.189 -4.042
C: -2.625 -0.610 -3.286
N: -2.219 -1.891 -3.655
C: -3.131 -2.274 -4.591
C: -0.997 -2.640 -3.263
H: -5.275 -1.688 -7.959
H: -4.030 -2.816 -7.265
H: -3.614 -1.115 -7.604
H: -5.816 -2.004 -5.583
H: -5.516 -0.371 -6.011
H: -4.317 0.724 -4.022
H: -2.047 -0.059 -2.558
H: -2.913 -3.138 -5.202
H: -1.369 -3.268 -2.453
H: -0.139 -2.094 -2.871
H: -0.650 -3.245 -4.101

=====

Record 2
The following is a quantum chemistry calculation of C3H4ClN2O4PtS3Sb as an isolated structure, from the Open Molecules 2025 dataset.

Gap between HOMO and LUMO (alpha / beta), eV: 5.24 / 5.45
E, Eh: -2541.3333
HOMO level (alpha / beta), eV: -4.04 / -4.03
Molar mass, g mol⁻¹: 580.6
Spin multiplicity: 2
Net charge: -1

Element x y z (Å)
Pt: 0.462 0.055 1.372
S: 4.142 -2.770 0.693
Sb: 3.280 -1.504 2.429
S: 2.811 0.694 1.383
S: 0.843 -2.047 2.311
N: -1.160 -0.037 -2.680
C: -0.080 -0.856 -2.860
C: 0.640 -0.796 -1.706
N: 0.013 0.044 -0.838
C: -1.058 0.491 -1.442
H: -1.902 0.126 -3.341
H: 0.080 -1.418 -3.756
H: 1.556 -1.285 -1.439
H: -1.768 1.166 -1.012
O: -2.172 0.596 1.396
Cl: -1.574 1.629 2.189
O: -2.568 2.548 2.604
O: -0.936 1.052 3.322
O: -0.609 2.311 1.373

=====

Record 3
The following is a quantum chemistry calculation of the molecule C19H25N3O3, from the Open Molecules 2025 dataset.

Gap between HOMO and LUMO, eV: 8.67
E, Eh: -1129.0694
HOMO level, eV: -8.07
Molar mass, g mol⁻¹: 343.4
Spin multiplicity: 1
SMILES string: CCOC(=O)N1CCC(NC(=O)Cc2cn(C)c3ccccc23)CC1

Element x y z (Å)
C: 5.994 0.239 0.098
C: 4.929 0.761 1.051
H: 5.008 0.254 2.018
H: 5.019 1.841 1.189
O: 3.615 0.568 0.532
C: 3.091 -0.669 0.712
O: 3.656 -1.560 1.303
N: 1.852 -0.779 0.186
C: 1.190 0.243 -0.592
H: 0.221 0.462 -0.129
C: 0.992 -0.241 -2.029
H: 1.966 -0.391 -2.499
H: 0.444 0.506 -2.603
C: 0.216 -1.567 -2.055
N: -1.151 -1.374 -1.618
C: -2.102 -0.825 -2.405
O: -1.975 -0.655 -3.597
C: -3.354 -0.424 -1.619
C: -2.944 0.575 -0.585
C: -2.801 1.922 -0.762
N: -2.276 2.506 0.358
C: -2.056 1.531 1.288
C: -1.513 1.610 2.566
C: -1.391 0.442 3.285
C: -1.813 -0.783 2.760
C: -2.356 -0.871 1.499
C: -2.472 0.293 0.734
H: -2.699 -1.823 1.115
H: -1.711 -1.674 3.362
H: -0.967 0.469 4.278
H: -1.195 2.555 2.980
C: -1.993 3.901 0.529
H: -2.567 4.312 1.364
H: -0.929 4.056 0.729
H: -2.262 4.437 -0.379
H: -3.042 2.513 -1.624
H: -3.790 -1.307 -1.151
H: -4.072 0.006 -2.317
H: -1.306 -1.369 -0.622
C: 0.914 -2.596 -1.165
H: 1.874 -2.852 -1.614
C: 1.156 -2.045 0.244
H: 0.209 -1.900 0.778
H: 1.776 -2.734 0.820
H: 0.313 -3.504 -1.102
H: 0.164 -1.927 -3.089
H: 1.797 1.147 -0.574
H: 5.894 -0.838 -0.008
H: 5.888 0.704 -0.879
H: 6.980 0.464 0.494